The following is a quantum chemistry calculation of a 3-piece molecular cluster, C15H27FNO6 overall, from the Open Molecules 2025 dataset.

Computed properties:
E_HOMO   -0.087 Eh
Multiplicity   1
Charge   -1

Bonds (Å) are listed after each position.
Geometry (Å):
1 F 1.482 0.746 0.435  C13 1.453
2 O 3.209 -0.441 -1.461  C9 1.448, C16 1.419
3 O -3.650 1.805 -2.933  C23 1.195
4 O -2.510 -2.998 0.941  C18 1.196
5 O -5.008 2.984 -1.568  C12 1.434, C23 1.361
6 O -1.847 -2.008 2.856  C10 1.435, C18 1.358
7 O 5.671 1.841 -0.767  C21 1.426, C22 1.424
8 N 0.944 -1.179 -0.929  C9 1.444, C13 1.416
9 C 2.348 -1.511 -1.003  O2 1.448, N8 1.444, H41 1.125, H42 1.125
10 C -0.708 -2.112 3.722  O6 1.435, C14 1.516, H37 1.093, H39 1.090
11 C -0.764 0.467 -0.405  C13 1.573, H24 1.115, H27 1.106, H31 1.114
12 C -5.789 2.692 -0.402  O5 1.434, C20 1.516, H34 1.090, H46 1.093
13 C 0.758 0.206 -0.703  F1 1.453, N8 1.416, C11 1.573, H45 1.117
14 C -0.164 -3.510 3.501  C10 1.516, C17 1.521, H29 1.094, H38 1.090
15 C -4.855 0.667 -1.185  C20 1.521, C23 1.506, H26 1.087, H48 1.092
16 C 4.330 -0.292 -0.603  O2 1.419, C22 1.559, H49 1.107, H50 1.119
17 C -0.506 -3.758 2.041  C14 1.521, C18 1.506, H36 1.088, H43 1.094
18 C -1.742 -2.918 1.854  O4 1.196, O6 1.358, C17 1.506
19 C 3.482 2.683 -1.707  C21 1.565, H25 1.100, H40 1.111, H47 1.109
20 C -6.092 1.209 -0.485  C12 1.516, C15 1.521, H33 1.093, H44 1.090
21 C 4.473 2.569 -0.501  O7 1.426, C19 1.565, H28 1.113, H32 1.111
22 C 5.416 0.558 -1.331  O7 1.424, C16 1.559, H30 1.112, H35 1.112
23 C -4.422 1.842 -2.022  O3 1.195, O5 1.361, C15 1.506
24 H -0.851 0.904 0.617  C11 1.115
25 H 3.922 2.418 -2.679  C19 1.100
26 H -5.086 -0.191 -1.810  C15 1.087
27 H -1.366 -0.459 -0.461  C11 1.106
28 H 4.796 3.604 -0.248  C21 1.113
29 H -0.704 -4.223 4.132  C14 1.094
30 H 5.196 0.595 -2.420  C22 1.112
31 H -1.197 1.236 -1.084  C11 1.114
32 H 3.971 2.196 0.418  C21 1.111
33 H -6.972 1.045 -1.114  C20 1.093
34 H -6.694 3.300 -0.410  C12 1.090
35 H 6.372 -0.004 -1.242  C22 1.112
36 H -0.716 -4.808 1.844  C17 1.088
37 H 0.012 -1.339 3.441  C10 1.093
38 H 0.898 -3.599 3.729  C14 1.090
39 H -1.019 -1.947 4.753  C10 1.090
40 H 3.076 3.718 -1.698  C19 1.111
41 H 2.443 -2.335 -1.762  C9 1.125
42 H 2.716 -1.928 -0.025  C9 1.125
43 H 0.274 -3.389 1.368  C17 1.094
44 H -6.285 0.753 0.486  C20 1.090
45 H 0.986 0.758 -1.648  C13 1.117
46 H -5.201 2.947 0.484  C12 1.093
47 H 2.614 2.031 -1.479  C19 1.109
48 H -4.060 0.424 -0.478  C15 1.092
49 H 4.064 0.068 0.409  C16 1.107
50 H 4.756 -1.318 -0.469  C16 1.119



The following is a quantum chemistry calculation of a 12-piece molecular cluster, C13H50N8O12 overall, from the Open Molecules 2025 dataset.

Computed properties:
E_HOMO   -0.329 Eh
Multiplicity   1
Energy above the lowest of the compared OMol25 structures with the same formula, charge and spin   0.0000 eV
Charge   0
SMILES string   NC(N)=O.NC(N)=O.NC(N)=O.NC(N)=O.CC(C)O.CC(C)O.CC(C)O.O.O.O.O.O

Bonds (Å) are listed after each position.
Geometry (Å):
1 O -16.875 -29.705 7.074  C32 1.235
2 O -23.581 -30.711 3.871  C21 1.224
3 O -17.992 -27.957 2.240  H59 0.975, H69 0.962
4 O -19.290 -27.498 10.643  C25 1.228
5 O -22.761 -28.849 8.602  H49 0.983, H51 0.961
6 O -18.074 -32.743 3.483  H65 0.969, H80 0.963
7 O -21.275 -24.885 3.592  H40 0.963, H64 0.964
8 O -23.511 -28.366 0.426  C33 1.218
9 O -17.684 -25.699 3.926  C27 1.447, H73 0.963
10 O -23.113 -31.394 9.332  H48 0.964, H78 0.964
11 O -19.066 -30.058 3.621  C30 1.442, H72 0.984
12 O -20.078 -31.521 0.987  C26 1.450, H44 0.963
13 N -24.616 -32.595 4.653  C21 1.377, H41 1.002, H83 1.002
14 N -19.610 -28.952 8.912  C25 1.368, H56 1.002, H75 1.006
15 N -17.498 -28.136 9.396  C25 1.376, H46 0.999, H60 1.019
16 N -16.322 -29.892 4.799  C32 1.369, H35 1.004, H50 1.012
17 N -22.778 -27.918 2.557  C33 1.369, H36 1.012, H71 1.002
18 N -25.522 -30.504 5.050  C21 1.380, H52 1.001, H63 1.001
19 N -14.891 -28.946 6.307  C32 1.384, H47 1.002, H61 1.001
20 N -22.506 -26.386 0.856  C33 1.381, H34 1.004, H58 1.002
21 C -24.464 -31.230 4.542  O2 1.224, N13 1.377, N18 1.380
22 C -20.471 -30.719 -1.199  C26 1.527, H68 1.091, H70 1.102, H79 1.092
23 C -20.111 -28.230 4.928  C30 1.521, H38 1.090, H43 1.088, H53 1.095
24 C -18.127 -30.780 -0.315  C26 1.515, H45 1.090, H55 1.090, H66 1.095
25 C -18.844 -28.121 9.683  O4 1.228, N14 1.368, N15 1.376
26 C -19.584 -30.549 0.032  O12 1.450, C22 1.527, C24 1.515, H81 1.094
27 C -16.656 -26.174 4.828  O9 1.447, C29 1.522, C31 1.508, H62 1.091
28 C -20.681 -30.638 5.235  C30 1.518, H42 1.100, H57 1.088, H74 1.087
29 C -15.345 -25.475 4.498  C27 1.522, H54 1.096, H76 1.087, H77 1.094
30 C -20.279 -29.572 4.231  O11 1.442, C23 1.521, C28 1.518, H82 1.093
31 C -17.071 -25.930 6.257  C27 1.508, H37 1.096, H39 1.093, H67 1.088
32 C -16.127 -29.535 6.106  O1 1.235, N16 1.369, N19 1.384
33 C -22.960 -27.636 1.230  O8 1.218, N17 1.369, N20 1.381
34 H -22.029 -25.740 1.458  N20 1.004
35 H -15.466 -29.993 4.285  N16 1.004
36 H -23.205 -28.759 2.923  N17 1.012
37 H -17.260 -24.867 6.447  C31 1.096
38 H -19.366 -28.229 5.724  C23 1.090
39 H -18.023 -26.411 6.495  C31 1.093
40 H -21.399 -23.929 3.590  O7 0.963
41 H -25.459 -32.957 5.055  N13 1.002
42 H -19.766 -31.024 5.709  C28 1.100
43 H -21.077 -27.903 5.308  C23 1.088
44 H -20.247 -31.012 1.787  O12 0.963
45 H -17.825 -31.827 -0.327  C24 1.090
46 H -16.914 -27.708 10.085  N15 0.999
47 H -14.232 -28.842 5.560  N19 1.002
48 H -23.196 -32.329 9.112  O10 0.964
49 H -22.670 -29.794 8.854  O5 0.983
50 H -17.118 -30.410 4.448  N16 1.012
51 H -23.365 -28.851 7.853  O5 0.961
52 H -26.215 -30.956 5.613  N18 1.001
53 H -19.737 -27.519 4.184  C23 1.095
54 H -14.527 -25.906 5.087  C29 1.096
55 H -17.939 -30.299 -1.274  C24 1.090
56 H -20.579 -29.070 9.140  N14 1.002
57 H -21.168 -31.522 4.830  C28 1.088
58 H -22.702 -26.127 -0.092  N20 1.002
59 H -18.056 -27.267 2.927  O3 0.975
60 H -17.172 -28.653 8.582  N15 1.019
61 H -14.693 -28.506 7.184  N19 1.001
62 H -16.533 -27.229 4.581  C27 1.091
63 H -25.429 -29.507 5.072  N18 1.001
64 H -21.479 -25.154 4.495  O7 0.964
65 H -18.654 -31.974 3.585  O6 0.969
66 H -17.505 -30.351 0.478  C24 1.095
67 H -16.323 -26.272 6.970  C31 1.088
68 H -21.549 -30.781 -1.049  C22 1.091
69 H -17.956 -27.472 1.410  O3 0.962
70 H -20.464 -29.817 -1.832  C22 1.102
71 H -22.493 -27.205 3.202  N17 1.002
72 H -18.723 -29.301 3.094  O11 0.984
73 H -18.115 -24.958 4.363  O9 0.963
74 H -21.203 -30.263 6.112  C28 1.087
75 H -19.138 -29.561 8.264  N14 1.006
76 H -15.080 -25.538 3.446  C29 1.087
77 H -15.367 -24.439 4.849  C29 1.094
78 H -23.664 -31.265 10.112  O10 0.964
79 H -20.129 -31.548 -1.822  C22 1.092
80 H -18.107 -32.931 2.539  O6 0.963
81 H -19.784 -29.549 0.428  C26 1.094
82 H -21.024 -29.471 3.436  C30 1.093
83 H -23.888 -33.237 4.404  N13 1.002



- Among the records above, which one has the lowest charge?
  C15H27FNO6



- Look up the charge of the second one.
  0



- Which value of E_HOMO does entry 2 give?
  -0.329 Eh